DFT (ωB97M-V/def2-TZVPD) results for a 2-piece molecular cluster, C20H40ClN2O4 overall.

Last column: Mulliken charge in e.
CARTESIAN COORDINATES (ANGSTROEM)
C 4.43 -3.90 0.11  -1.17
C 2.94 -4.15 -0.13  -0.30
N 2.08 -3.65 0.95  -0.32
C 1.38 -2.41 0.74  -0.39
C 0.36 -2.38 -0.40  -1.21
C -0.08 -0.92 -0.39  0.02
C -0.74 -0.37 -1.66  -1.29
C -2.20 0.02 -1.44  -0.63
C -3.14 -1.18 -1.49  -0.39
C -4.55 -0.91 -0.96  -0.49
C -4.57 -0.47 0.50  -0.38
C -5.95 -0.43 1.18  -0.86
C -7.03 -1.33 0.60  -0.67
O -7.52 -0.74 -0.59  -0.35
C -8.03 -1.63 -1.56  -0.71
N 1.20 -0.15 -0.05  -0.07
C 1.02 1.10 0.79  0.09
Cl 0.10 0.76 2.25  -0.12
C 2.34 1.77 1.09  -0.76
C 3.05 2.24 -0.19  -0.46
C 2.23 -1.17 0.41  -0.44
H 4.65 -2.85 0.28  0.27
H 5.02 -4.24 -0.74  0.36
H 4.77 -4.47 0.99  0.35
H 2.64 -3.70 -1.08  0.18
H 2.77 -5.22 -0.23  0.41
H 2.62 -3.60 1.81  0.37
H 0.83 -2.18 1.65  0.35
H -0.48 -3.04 -0.23  0.37
H 0.83 -2.61 -1.36  0.34
H -0.77 -0.79 0.44  0.50
H -0.19 0.51 -2.02  0.47
H -0.67 -1.12 -2.44  0.47
H -2.29 0.53 -0.47  0.18
H -2.49 0.75 -2.20  0.44
H -3.21 -1.51 -2.53  0.31
H -2.71 -2.02 -0.93  0.15
H -5.12 -1.84 -1.08  0.29
H -5.04 -0.17 -1.59  0.25
H -4.15 0.54 0.56  0.20
H -3.89 -1.12 1.08  0.20
H -6.34 0.59 1.14  0.35
H -5.84 -0.67 2.24  0.42
H -6.64 -2.34 0.38  0.37
H -7.83 -1.45 1.33  0.44
H -7.56 -2.62 -1.48  0.33
H -7.81 -1.23 -2.55  0.23
H -9.11 -1.75 -1.46  0.29
H 1.51 0.21 -0.95  0.67
H 0.43 1.76 0.16  0.43
H 2.11 2.62 1.73  0.44
H 2.99 1.12 1.68  0.30
H 3.72 3.05 0.07  -0.20
H 3.64 1.44 -0.65  0.31
H 2.32 2.63 -0.90  0.35
H 2.88 -1.36 -0.45  0.42
H 2.82 -0.81 1.25  0.28
C 6.32 5.20 1.59  -0.27
C 5.71 6.56 1.34  -0.30
O 5.48 6.52 -0.07  -0.33
C 5.39 5.24 -0.47  0.70
O 5.04 4.87 -1.55  -0.52
O 5.75 4.41 0.54  -0.38
H 6.06 4.76 2.55  0.29
H 7.41 5.20 1.48  0.25
H 4.76 6.69 1.85  0.25
H 6.37 7.39 1.57  0.30

Results
gap between HOMO and LUMO	9.075	eV
total charge	+1
electronic energy	-45075.261	eV
HOMO level	-11.4	eV
LUMO level	-2.299	eV
max |F|	0.6	eV/Å


DFT (ωB97M-V/def2-TZVPD) results for a 3-piece molecular cluster, C20H40F3N3O5 overall.

Last column: Mulliken charge in e.
CARTESIAN COORDINATES (ANGSTROEM)
O -2.17 0.28 4.80  -0.56
C -2.55 -0.22 3.78  0.22
C -3.22 0.43 2.59  0.03
C -4.23 -0.65 2.18  -1.10
C -3.59 -2.01 2.68  0.40
C -3.27 -2.87 1.46  -0.84
C -3.03 -4.35 1.78  -0.63
C -2.70 -5.11 0.53  0.35
F -3.68 -5.92 0.05  -0.27
C -1.62 -4.97 -0.25  0.26
F -0.36 -5.18 0.11  -0.22
F -1.68 -4.64 -1.53  -0.22
N -2.40 -1.61 3.45  -0.48
H -2.38 0.53 1.90  -0.11
H -3.74 1.36 2.78  0.39
H -5.18 -0.53 2.70  0.36
H -4.33 -0.61 1.10  0.45
H -4.30 -2.53 3.32  0.41
H -4.15 -2.82 0.81  0.34
H -2.43 -2.45 0.88  0.18
H -2.24 -4.46 2.52  0.36
H -3.93 -4.80 2.20  0.36
H -1.55 -1.70 2.90  0.35
C 2.76 4.18 4.92  -0.71
O 2.62 4.65 3.59  -0.35
C 3.61 4.19 2.69  -0.84
C 3.01 3.26 1.65  -0.14
N 2.61 2.00 2.26  -0.28
C 1.83 1.13 1.38  -0.89
C 0.45 1.62 0.94  -0.20
O -0.49 1.72 1.99  -0.25
C -0.49 2.93 2.72  -0.75
H 2.02 4.69 5.53  0.24
H 2.58 3.10 4.99  0.30
H 3.76 4.39 5.31  0.34
H 4.43 3.70 3.22  0.42
H 4.02 5.07 2.18  0.40
H 3.75 3.07 0.87  0.36
H 2.16 3.79 1.19  0.18
H 2.07 2.19 3.09  0.13
H 1.68 0.19 1.91  0.38
H 2.42 0.91 0.48  0.40
H 0.06 0.88 0.24  -0.05
H 0.50 2.57 0.38  0.35
H -0.20 3.78 2.10  0.37
H 0.17 2.87 3.59  0.22
H -1.50 3.09 3.09  0.29
C 2.55 -0.11 -6.69  -0.72
O 1.17 0.03 -6.38  -0.35
C 0.46 -1.20 -6.34  -0.82
C 0.00 -1.50 -4.93  -0.21
N 1.13 -1.84 -4.07  -0.27
C 0.80 -1.94 -2.65  -1.03
C 0.34 -0.67 -1.94  -0.09
O 1.34 0.33 -1.82  -0.29
C 1.45 1.21 -2.92  -0.73
H 2.95 0.89 -6.81  0.24
H 3.10 -0.61 -5.88  0.30
H 2.70 -0.67 -7.62  0.34
H 1.06 -2.02 -6.73  0.41
H -0.42 -1.09 -6.97  0.40
H -0.70 -2.35 -4.95  0.35
H -0.55 -0.62 -4.57  0.18
H 1.85 -1.14 -4.19  0.15
H 1.69 -2.29 -2.14  0.45
H 0.03 -2.71 -2.52  0.31
H 0.08 -0.96 -0.92  0.26
H -0.57 -0.25 -2.38  0.29
H 0.48 1.37 -3.41  0.35
H 2.17 0.85 -3.66  0.22
H 1.82 2.16 -2.55  0.30

Results
gap between HOMO and LUMO	8.962	eV
electronic energy	-44243.609	eV
HOMO level	-8.6	eV
LUMO level	0.333	eV
structure (SMILES)	O=C1CC[C@@H](CCC(F)=C(F)F)N1.COCCNCCOC.COCCNCCOC
max |F|	1.6	eV/Å


DFT (ωB97M-V/def2-TZVPD) results for C20H40N2PPtSSeSi as an isolated structure.

Last column: Mulliken charge in e.
CARTESIAN COORDINATES (ANGSTROEM)
Pt 0.21 0.31 0.57  0.20
S -0.88 0.15 2.63  -0.22
C -0.99 1.88 2.43  0.44
C -1.36 2.93 3.25  -0.61
C -1.39 4.19 2.69  -0.15
C -1.05 4.39 1.35  -0.71
C -0.66 3.31 0.60  -0.23
N -0.64 2.09 1.15  -0.07
H -1.62 2.75 4.29  0.48
H -1.69 5.04 3.29  0.43
H -1.08 5.37 0.90  0.43
H -0.37 3.38 -0.44  0.49
C 5.53 -1.18 -1.56  -1.75
C 4.45 -0.67 -0.60  1.71
C 4.40 0.86 -0.63  -1.75
C 4.86 -1.05 0.84  -1.99
P 2.75 -1.36 -0.96  1.30
N 1.73 -0.44 -0.08  -0.48
C 2.53 -3.11 -0.33  1.86
C 3.70 -4.03 -0.71  -1.75
C 1.23 -3.71 -0.88  -1.81
C 2.38 -3.10 1.21  -1.71
C 2.33 -1.23 -2.79  2.00
C 2.77 0.14 -3.32  -2.02
C 2.99 -2.33 -3.62  -1.89
C 0.81 -1.27 -2.98  -1.64
H 6.49 -0.78 -1.23  0.52
H 5.38 -0.83 -2.58  0.28
H 5.62 -2.26 -1.57  0.30
H 5.36 1.23 -0.26  0.52
H 3.61 1.25 0.02  0.32
H 4.27 1.27 -1.63  0.35
H 5.78 -0.51 1.07  0.63
H 5.06 -2.11 0.96  0.30
H 4.10 -0.73 1.56  0.36
H 3.87 -4.08 -1.78  0.28
H 3.47 -5.04 -0.36  0.54
H 4.64 -3.73 -0.23  0.28
H 1.26 -3.90 -1.95  0.29
H 0.36 -3.09 -0.65  0.23
H 1.08 -4.67 -0.38  0.61
H 3.26 -2.77 1.73  0.35
H 2.17 -4.12 1.52  0.53
H 1.54 -2.48 1.51  0.27
H 3.85 0.25 -3.39  0.32
H 2.37 0.96 -2.73  0.36
H 2.37 0.24 -4.33  0.60
H 4.07 -2.37 -3.50  0.31
H 2.79 -2.11 -4.68  0.53
H 2.58 -3.31 -3.42  0.30
H 0.32 -0.44 -2.48  0.22
H 0.34 -2.19 -2.65  0.31
H 0.62 -1.17 -4.05  0.51
C -4.91 -1.06 0.27  -1.04
Si -3.84 0.39 -0.18  0.35
C -3.93 1.72 1.11  -0.83
C -4.28 1.07 -1.86  -1.05
Se -1.74 -0.60 -0.54  -0.27
H -5.96 -0.75 0.32  0.37
H -4.63 -1.46 1.25  0.29
H -4.83 -1.86 -0.46  0.33
H -4.97 2.08 1.12  0.49
H -3.30 2.58 0.89  0.13
H -3.70 1.34 2.11  0.27
H -5.31 1.44 -1.86  0.36
H -4.20 0.31 -2.63  0.33
H -3.62 1.90 -2.13  0.30

Results
gap between HOMO and LUMO (spin up / spin down)	6.508 / 6.508	eV
total charge	+1
electronic energy	-120959.565	eV
HOMO level (spin up / spin down)	-10.9 / -10.9	eV
LUMO level (spin up / spin down)	-4.358 / -4.357	eV
max |F|	0.5	eV/Å